# 1
85
Properties=species:S:1:pos:R:3 method="wB97M-V/def2-TZVPD" max_force_ev_per_a=2.08 total_charge=+1 s_squared=2.0058 multiplicity=3 total_energy_ha=-5071.6018 gap_ev="8.43 / 7.59"
Ni 1.52 2.31 -0.94
C 0.85 -1.71 -1.60
C 0.73 -0.80 -0.38
O 0.78 0.55 -0.65
H 1.63 -1.43 -2.30
H -0.11 -1.73 -2.13
H 1.01 -2.74 -1.27
H 1.48 -1.12 0.37
H -0.25 -1.06 0.06
N -3.07 -3.17 2.22
C -3.00 -3.61 3.47
C -1.82 -4.01 4.07
C -0.64 -3.87 3.35
C -0.71 -3.43 2.04
C -1.95 -3.13 1.50
H -3.93 -3.73 4.02
H -1.81 -4.42 5.07
H 0.31 -4.19 3.77
H 0.16 -3.37 1.40
H -2.05 -2.95 0.44
N -3.67 -0.58 -1.84
C -2.66 -0.29 -1.02
C -2.82 -0.14 0.35
C -4.09 -0.22 0.91
C -5.14 -0.46 0.05
C -4.87 -0.73 -1.29
H -1.68 -0.14 -1.45
H -1.95 0.11 0.94
H -4.20 0.00 1.96
H -6.16 -0.57 0.41
H -5.68 -1.04 -1.94
N 2.11 0.37 5.07
C 1.09 0.29 4.22
C 1.00 -0.63 3.19
C 2.00 -1.60 3.09
C 3.03 -1.55 4.00
C 3.08 -0.53 4.94
H 0.32 1.05 4.26
H 0.19 -0.55 2.48
H 1.98 -2.31 2.28
H 3.81 -2.30 3.94
H 3.93 -0.46 5.61
N 2.25 1.78 -2.84
C 2.18 2.60 -3.90
C 2.95 2.43 -5.03
C 3.76 1.32 -5.09
C 3.85 0.43 -4.02
C 3.06 0.73 -2.92
H 1.62 3.52 -3.72
H 3.00 3.20 -5.79
H 4.33 1.09 -5.98
H 4.44 -0.47 -4.09
H 3.06 0.08 -2.06
N 0.95 3.07 0.89
C -0.24 2.65 1.35
C -0.74 2.97 2.59
C -0.02 3.86 3.38
C 1.22 4.29 2.94
C 1.64 3.89 1.69
H -0.88 2.12 0.66
H -1.75 2.70 2.86
H -0.49 4.24 4.28
H 1.83 4.99 3.50
H 2.64 4.14 1.36
N -0.25 2.98 -1.88
C -0.69 4.23 -1.67
C -1.80 4.78 -2.27
C -2.53 3.99 -3.16
C -2.09 2.69 -3.38
C -0.95 2.24 -2.75
H -0.18 4.77 -0.88
H -2.17 5.75 -2.00
H -3.45 4.36 -3.59
H -2.62 2.06 -4.07
H -0.63 1.22 -2.87
C 3.93 -3.24 -0.23
Cl 4.08 -2.78 -1.93
Cl 5.16 -2.47 0.78
H 2.95 -2.99 0.17
H 4.06 -4.31 -0.18
C -2.03 -3.69 -2.66
Cl -3.64 -4.28 -2.29
Cl -0.75 -4.72 -1.99
H -1.88 -3.61 -3.73
H -1.94 -2.71 -2.19

=====

# 2
78
Properties=species:S:1:pos:R:3 method="wB97M-V/def2-TZVPD" max_force_ev_per_a=1.17 total_charge=+1 total_energy_ha=-2354.9585 gap_ev="5.43 / 5.42"
Pd -0.66 -0.13 0.30
C 1.52 0.52 0.73
C 1.06 1.63 0.04
C 1.33 1.32 -1.48
C 2.07 0.17 -1.50
C 2.15 -0.39 -0.20
C 2.88 -1.62 0.21
C 3.44 -2.39 -0.98
C 4.06 -1.11 1.08
C 1.98 -2.52 1.07
C 0.83 2.01 -2.73
C 1.34 3.45 -2.87
C 1.30 1.24 -3.97
C -0.72 2.00 -2.73
C 0.91 3.00 0.69
C 0.91 2.87 2.22
C -0.35 3.76 0.28
C 2.18 3.79 0.32
H 1.64 0.45 1.80
H 2.43 -0.32 -2.39
H 4.09 -1.78 -1.60
H 2.65 -2.81 -1.61
H 4.03 -3.23 -0.61
H 4.71 -0.43 0.53
H 4.65 -1.98 1.38
H 3.71 -0.62 1.99
H 1.08 -2.82 0.53
H 1.66 -2.01 1.99
H 2.54 -3.41 1.35
H 2.42 3.51 -2.79
H 0.89 4.14 -2.15
H 1.06 3.80 -3.87
H 2.39 1.24 -4.06
H 0.90 1.73 -4.86
H 0.94 0.21 -3.98
H -1.14 2.19 -1.75
H -1.09 1.04 -3.08
H -1.07 2.78 -3.41
H 0.13 2.21 2.59
H 0.76 3.86 2.64
H 1.87 2.51 2.59
H -1.24 3.25 0.65
H -0.45 3.89 -0.79
H -0.32 4.75 0.74
H 3.08 3.22 0.57
H 2.20 4.71 0.91
H 2.24 4.07 -0.73
I -3.10 0.92 0.34
C -3.63 -0.37 -1.20
C -4.93 -0.46 -1.61
C -5.25 -1.33 -2.67
C -4.27 -2.06 -3.27
C -2.92 -1.97 -2.86
C -1.92 -2.72 -3.52
C -0.62 -2.64 -3.11
C -0.27 -1.80 -2.03
C -1.20 -1.05 -1.37
C -2.57 -1.11 -1.78
H -5.70 0.13 -1.14
H -6.28 -1.41 -2.99
H -4.51 -2.73 -4.09
H -2.21 -3.36 -4.34
H 0.15 -3.22 -3.60
H 0.76 -1.80 -1.71
Cl -2.57 -3.02 8.10
C -2.18 -2.42 6.53
C -2.04 -1.05 6.35
C -1.72 -0.57 5.09
C -1.54 -1.45 4.03
C -1.69 -2.82 4.23
C -2.00 -3.31 5.49
C -1.20 -0.94 2.68
O -1.20 -1.72 1.69
O -0.90 0.29 2.52
H -2.18 -0.38 7.18
H -1.60 0.49 4.92
H -1.56 -3.50 3.40
H -2.11 -4.37 5.66

=====

# 3
80
Properties=species:S:1:pos:R:3 method="wB97M-V/def2-TZVPD" max_force_ev_per_a=2.68 total_charge=+1 total_energy_ha=-2578.7522 gap_ev=7.07
O 3.35 5.11 1.21
C 4.53 5.17 0.32
C 4.99 6.54 0.79
H 4.21 5.17 -0.73
H 5.23 4.36 0.53
C 3.72 6.45 1.67
H 4.95 7.29 0.01
H 5.94 6.51 1.34
C 2.70 7.49 1.25
H 2.55 7.47 0.16
H 3.05 8.50 1.51
H 1.74 7.31 1.74
C 3.99 6.42 3.17
H 4.69 5.62 3.41
H 3.05 6.24 3.69
H 4.41 7.37 3.51
Ti -0.54 -0.04 1.03
C -0.38 -1.61 2.63
C 0.40 -2.25 1.61
C 1.55 -1.46 1.36
H 0.22 -3.25 1.23
C 1.51 -0.33 2.23
C 0.34 -0.43 3.04
H 0.10 0.24 3.87
H -1.29 -2.02 3.06
H 2.37 -1.72 0.70
H 2.31 0.41 2.37
C -2.81 -0.02 1.49
C -2.16 0.64 2.57
C -1.48 1.79 2.04
H -2.24 0.36 3.62
C -1.76 1.85 0.64
C -2.60 0.75 0.30
H -3.06 0.58 -0.67
H -3.44 -0.91 1.58
H -0.91 2.52 2.61
H -1.47 2.65 -0.05
O 0.95 1.08 -0.18
C 1.35 2.30 0.51
C 2.68 2.68 -0.07
H 1.41 2.13 1.59
H 0.60 3.08 0.32
C 2.68 2.11 -1.48
H 3.49 2.25 0.54
H 2.78 3.75 -0.06
C 1.88 0.84 -1.32
H 3.68 1.93 -1.88
H 2.16 2.79 -2.17
H 2.50 -0.03 -1.07
H 1.26 0.62 -2.18
O -0.22 -0.62 -2.29
C -0.79 -1.53 -1.70
N -1.13 -2.74 -2.28
C -2.09 -3.47 -1.49
C -2.09 -2.62 -0.22
O -2.73 -2.93 0.79
N -1.26 -1.54 -0.38
C -3.42 -3.46 -2.23
C -4.41 -2.52 -1.95
C -5.65 -2.58 -2.60
C -5.88 -3.54 -3.58
C -4.85 -4.42 -3.95
C -3.62 -4.36 -3.29
C -1.57 -4.87 -1.18
C -2.43 -5.89 -0.73
C -1.91 -7.15 -0.43
C -0.54 -7.41 -0.57
C 0.31 -6.39 -1.01
C -0.21 -5.12 -1.30
H -0.98 -2.85 -3.28
H -4.23 -1.75 -1.18
H -6.43 -1.86 -2.33
H -6.85 -3.61 -4.07
H -5.00 -5.16 -4.74
H -2.80 -5.03 -3.58
H -3.49 -5.68 -0.63
H -2.59 -7.94 -0.09
H -0.14 -8.40 -0.35
H 1.38 -6.56 -1.12
H 0.46 -4.33 -1.66